CH22O10 | the ωB97M-V functional and the def2-TZVPD basis

XYZ file:
```
33
Properties=species:S:1:pos:R:3:forces:R:3
O 1.0019 3.2357 1.7906 0.1914 1.0345 0.6748
H 1.7677 3.7702 1.5211 0.0719 -0.1927 -0.0628
H 0.9054 2.3804 1.2529 -0.7028 -2.6924 -1.3801
H 1.0748 2.9965 2.7296 0.0119 -0.0219 -0.0588
C -0.3587 -0.1135 0.7192 -0.0201 -0.2432 -0.2199
O 0.5460 0.9085 0.4692 0.4047 1.6153 0.5111
H -1.2111 -0.1118 0.0270 -0.1359 0.0297 0.0138
H 0.1288 -1.0853 0.5323 0.0539 -0.1929 0.1335
H -0.7928 -0.1858 1.7262 0.1362 0.2468 0.1894
O -0.1863 0.6600 -2.5762 0.0796 -0.0083 -0.0059
H -0.1020 0.6268 -1.6124 0.1801 0.2283 0.0438
H -0.9512 1.2246 -2.7307 -0.1632 -0.1800 0.0436
O 3.2689 0.6463 1.9560 0.0746 0.2428 0.3080
H 2.8051 -0.1459 1.6649 -0.1451 0.1463 -0.1645
H 3.2323 0.6127 2.9168 0.1136 -0.1558 -0.0016
O 2.0805 -3.4116 0.1354 -0.2253 0.0914 -0.0264
H 2.4066 -2.6689 -0.3907 0.1868 0.1194 0.0558
H 2.1953 -3.1292 1.0471 0.0784 -0.0257 0.0057
O -3.3079 0.9128 -1.4462 -0.2113 0.3519 -0.2201
H -3.3645 -0.0537 -1.5108 0.2735 0.0712 0.1501
H -2.7420 1.0705 -0.6865 -0.1418 0.0450 0.1017
O -1.1834 -3.5184 -0.2562 0.2005 0.0688 0.1166
H -1.3198 -3.7651 0.6637 -0.0375 -0.0409 -0.0102
H -0.4476 -2.8911 -0.2331 0.2905 -0.3296 0.0887
O 2.6433 -0.5401 -1.2028 0.1028 -0.5904 0.3447
H 2.1151 -0.0784 -0.5316 -0.3638 0.4303 -0.0999
H 1.9954 -1.0165 -1.7332 -0.0839 0.3308 -0.2195
O -1.9211 3.1674 0.5635 0.3559 -0.1470 0.0294
H -1.8481 3.8973 -0.0589 -0.1258 -0.0501 -0.0779
H -1.2319 2.5409 0.2879 -0.0040 -0.0280 0.0366
O -2.6489 -1.7094 -1.5337 -0.1076 -0.1276 -0.3666
H -2.1193 -2.3629 -1.0426 -0.3544 -0.1173 0.0784
H -2.4303 -1.8631 -2.4580 0.0166 0.0913 -0.0117
```
Positions in Å, forces in eV/Å.

**Largest force on an atom**: 0.0604 hartree/bohr
**Spin multiplicity**: 1
**ΔE to the lowest compared entry with this formula, charge and spin**: 56.1 kcal per mole
**Molecular weight**: 194.2 g/mol
**LUMO energy**: -1.13 eV
**Charge**: 0

---

C23H48B3IO32S7 | the ωB97M-V functional and the def2-TZVPD basis

XYZ file:
```
114
Properties=species:S:1:pos:R:3:forces:R:3
C -4.3829 4.0369 4.0533 0.1339 0.6560 0.1076
C -3.4429 2.8423 3.3636 -0.5304 0.7737 0.1203
C -3.2014 1.6402 4.4815 -0.5115 0.5859 -0.7409
B -2.4513 0.3040 3.8759 0.2148 -0.1272 -0.0324
O -1.8836 0.4269 2.4928 2.1233 -3.0090 1.9823
B -0.6879 -0.4290 2.3428 -0.7520 1.3201 2.8487
I 0.0793 -1.1702 0.4164 -0.3615 0.6583 1.2163
O 0.0113 -0.8234 3.6062 -3.9264 -0.8094 -2.6255
B -1.0286 -1.6260 4.3232 0.1967 0.1716 0.7078
C -0.5865 -3.1750 4.7522 -0.5863 0.3741 -0.8617
C -1.2374 -3.6446 6.1551 -1.2788 -0.4401 -0.0574
C -0.2953 -3.7345 7.4640 0.1343 -0.5732 0.9099
C 1.2701 -3.3180 7.3100 0.7795 0.0271 0.5789
C 1.5808 -1.7093 7.2568 0.1054 0.1628 0.6126
O 2.9484 -1.5032 6.7162 -2.0033 0.4499 -1.3481
C 2.9165 -1.1090 5.2988 1.3671 0.0453 -0.9893
O -2.3336 -1.0025 4.6170 2.9280 1.7785 -2.8393
H -4.8395 3.6926 5.0999 0.8357 0.6399 -2.4528
H -5.2393 4.4072 3.3127 1.7547 -1.0065 1.7072
H -3.7441 5.0108 4.3037 -1.3834 -2.2942 -0.6137
H -3.9870 2.4615 2.3841 1.1156 0.5296 2.1403
H -2.4469 3.3625 3.0200 -1.8186 -1.3053 0.7944
H -2.5917 2.1535 5.3635 -1.4106 -1.3658 -1.6410
H -4.2861 1.3050 4.8203 2.2718 0.7424 -0.2473
H 0.5710 -3.2675 4.6328 -2.2160 -0.0123 0.4769
H -1.0546 -3.8673 3.8988 1.0249 1.4353 1.6547
H -2.1500 -2.9154 6.3910 1.9531 -1.6059 -0.5367
H -1.7288 -4.7165 5.9808 1.0809 2.3162 0.4359
H -0.7982 -3.1081 8.3422 1.2140 -1.1859 -1.8704
H -0.3203 -4.8629 7.8548 0.1458 2.4861 -0.8893
H 1.8312 -3.8222 6.3926 -1.5039 1.1520 1.8873
H 1.8362 -3.7337 8.2752 -1.2028 0.9159 -2.0732
H 1.5930 -1.2278 8.3466 -0.0793 -1.2004 -2.2831
H 0.8115 -1.0816 6.6382 1.2541 -1.2975 0.9304
H 4.0375 -1.1941 4.9030 -2.3668 0.1338 1.0099
H 2.6175 0.0308 5.1258 0.2380 -2.4622 0.5483
H 2.2895 -1.8383 4.6108 0.9921 1.5663 1.5823
O -2.7227 -2.1289 -5.9352 -0.8041 -0.3664 1.3181
S -3.1656 -2.3808 -4.5819 0.0929 -0.2501 0.3887
O -4.1946 -3.3408 -4.2563 1.3741 1.1240 -0.7950
O -3.5539 -0.9520 -3.8997 0.4035 -0.8002 -0.8482
C -2.7576 -0.7497 -2.7334 0.2832 -0.2996 0.9405
C -1.4598 -1.5115 -2.9886 0.0404 1.0587 0.2125
O -1.8530 -2.7015 -3.6683 -1.3842 -0.2748 -0.6396
H -3.2968 -1.1659 -1.8764 0.0043 0.0958 -0.0259
H -2.5847 0.3174 -2.5701 -0.1272 -0.1665 -0.2583
H -0.9296 -1.7526 -2.0642 -0.3551 -0.2865 -0.2986
H -0.7957 -0.9474 -3.6522 -1.0174 -0.5030 0.9377
O -1.2935 4.5886 4.9334 -0.3395 1.6915 0.4950
S -1.3519 5.9921 5.2766 0.1558 -0.0157 0.1606
O -2.4564 6.5809 5.9975 1.3070 -1.0546 -0.8169
O -1.0972 6.8584 3.9191 -0.0732 -0.9100 0.7667
C 0.0415 7.6989 4.0980 0.4431 0.5720 0.3057
C 0.9316 6.9716 5.1022 0.5755 -0.1570 -0.7425
O 0.0331 6.3869 6.0423 -1.3177 0.0452 -0.2463
H -0.3026 8.6580 4.4986 0.0648 -0.0582 -0.0418
H 0.5469 7.8648 3.1428 -0.2240 -0.2208 0.0830
H 1.6302 7.6453 5.6041 -0.3083 -0.1196 0.1384
H 1.4898 6.1621 4.6201 -0.0608 0.2355 0.0167
O 2.1136 5.0935 2.7010 -0.3219 0.4000 -1.7211
S 1.8240 5.1214 1.2845 0.0263 0.0081 -0.1677
O 2.1564 6.2414 0.4350 -0.2159 -1.3151 1.3807
O 0.2459 4.7660 1.0810 1.1244 0.1208 0.4967
C 0.1216 3.6099 0.2544 0.0092 -0.4231 -0.6412
C 1.3929 2.7995 0.4927 -0.5558 -0.4360 0.3379
O 2.4342 3.7658 0.6135 -0.3684 1.1715 0.1034
H 0.0548 3.9414 -0.7868 0.0126 -0.0751 0.0692
H -0.7802 3.0497 0.5156 0.1357 0.2383 0.1763
H 1.6037 2.1055 -0.3244 0.1544 0.2788 0.0918
H 1.3358 2.2450 1.4353 -0.0596 -0.0207 -0.1039
O 3.3709 -6.6350 6.5098 -1.8085 0.1909 -0.9231
S 2.0820 -6.7367 5.8621 0.5253 0.2103 0.0796
O 1.5512 -5.7069 4.9994 0.8908 -1.3038 0.9307
O 0.9676 -7.0865 6.9995 0.9166 0.0438 -0.5526
C 0.3193 -8.3134 6.6686 -0.4404 -0.4122 -0.3814
C 1.3465 -9.1163 5.8749 0.0017 -0.3726 0.6352
O 2.0238 -8.1584 5.0648 -0.3493 1.0437 0.2463
H -0.5578 -8.0809 6.0561 0.0565 -0.0786 0.0437
H 0.0009 -8.8333 7.5762 0.1883 0.2693 -0.0519
H 0.8834 -9.8874 5.2546 0.1399 0.2972 -0.0940
H 2.0842 -9.5786 6.5394 -0.1308 -0.0123 -0.0221
O -3.3325 1.2523 -11.3908 -0.9473 -1.4433 0.4903
S -3.8985 0.0492 -10.8220 -0.0553 0.0154 -0.0992
O -4.9132 -0.7342 -11.4876 1.3850 1.1340 0.5491
O -4.4143 0.3935 -9.3143 0.5486 0.1138 -1.1612
C -3.7490 -0.4536 -8.3789 0.2003 -0.7331 0.4527
C -2.4008 -0.7829 -9.0141 0.2518 0.4811 0.6952
O -2.6723 -0.9421 -10.4047 -1.1706 0.3212 -0.4722
H -4.3537 -1.3567 -8.2473 0.1257 0.0727 0.0562
H -3.6392 0.0532 -7.4164 -0.0773 0.0468 -0.3162
H -1.9567 -1.6919 -8.6014 -0.1681 0.1092 -0.2560
H -1.6979 0.0492 -8.9004 -0.1108 -0.1473 0.0837
O 0.4031 -0.4787 -4.5680 1.3070 0.5483 -2.5156
S 0.7984 -0.4784 -5.9590 0.5002 0.0429 -0.7657
O -0.1202 -0.1993 -7.0382 0.9660 -0.1711 1.7662
O 1.5552 -1.8879 -6.2728 -0.7125 0.9753 0.6796
C 2.8765 -1.6241 -6.7418 0.6024 0.3355 -0.4605
C 3.2783 -0.2970 -6.1038 0.6718 -0.5782 0.3375
O 2.0950 0.4981 -6.1194 -1.2898 -0.6116 -0.2840
H 2.8406 -1.5420 -7.8329 0.0511 -0.0091 0.0926
H 3.5503 -2.4379 -6.4609 -0.3290 0.0770 0.0771
H 4.0842 0.2002 -6.6490 -0.3516 0.0901 0.0451
H 3.5777 -0.4364 -5.0596 0.0269 -0.0468 -0.1090
O 5.5161 1.5193 -7.7397 -0.3822 1.4637 -0.5931
S 5.1168 2.6948 -8.4813 0.1752 0.5546 -0.0550
O 5.6442 4.0122 -8.2118 -0.4630 -2.0359 -0.2019
O 3.4885 2.7749 -8.4690 1.1247 -0.5013 0.1246
C 3.0016 2.7629 -9.8099 -0.1706 0.2952 -0.7379
C 4.0424 1.9892 -10.6148 -0.5914 -0.4595 0.0148
O 5.3010 2.3804 -10.0712 -0.0797 0.5917 1.0273
H 2.9276 3.7994 -10.1546 -0.0107 -0.1231 -0.0133
H 2.0147 2.2946 -9.8530 0.2178 0.0347 0.2467
H 3.9962 2.2161 -11.6825 0.2317 0.0871 0.2402
H 3.9318 0.9096 -10.4673 -0.0725 0.0811 -0.0717
```
Positions in Å, forces in eV/Å.

**Largest force on an atom**: 0.0932 hartree/bohr
**Spin multiplicity**: 1
**Molecular weight**: 1220.4 g/mol
**LUMO energy**: -0.19 eV
**Charge**: 0

---

C14H38N10O22 | the ωB97M-V functional and the def2-TZVPD basis

XYZ file:
```
84
Properties=species:S:1:pos:R:3:forces:R:3
C -1.0804 1.8564 -3.6503 -0.7583 0.1609 0.2749
N -0.6823 2.9391 -2.6999 -1.1791 -0.7196 -0.0060
O 0.3252 2.7620 -2.0829 1.8265 -0.0728 0.4820
O -1.4657 3.8286 -2.4886 -0.4459 0.5892 -0.4059
H -1.6202 2.3047 -4.4844 0.6776 0.0216 -0.2428
H -1.8665 1.3254 -3.1134 0.2922 -0.2454 0.2131
H -0.2193 1.2103 -3.8209 -0.2932 0.2259 -0.3072
C 4.3444 -1.4326 2.1808 0.4082 1.7764 -1.0396
N 3.6069 -2.4227 2.9482 0.2318 -1.4429 0.3371
O 2.4153 -2.5273 2.7937 -0.5581 0.5933 -0.4844
O 4.2341 -3.1381 3.7003 0.5870 0.0199 0.2771
H 3.9067 -0.4668 2.4332 0.0808 0.0135 0.0668
H 4.2114 -1.5285 1.1032 -0.4948 -0.4767 0.1444
H 5.4231 -1.4075 2.3354 -0.3216 -0.4371 0.6286
C 0.5092 0.5609 0.9165 -0.6785 -0.4163 0.4665
N -0.2273 0.0819 -0.3060 0.9166 2.0485 0.5926
O 0.2201 -0.8082 -0.9501 1.1337 -2.4269 -0.9636
O -1.1845 0.7162 -0.6646 -1.3276 0.5627 0.2670
H 1.5062 0.1329 1.0209 -0.2377 0.0303 -0.6385
H -0.0956 0.1597 1.7297 -0.0922 0.4206 0.2467
H 0.4891 1.6503 0.8858 -0.1546 -0.1353 0.1761
C -4.2642 2.4489 0.2404 0.3545 1.0503 0.3700
N -3.9545 2.1745 1.7008 -1.5684 -0.6975 1.2393
O -4.5169 2.8545 2.5415 0.1337 0.4281 -0.7670
O -3.2726 1.2176 2.0270 0.3223 0.2144 -1.1089
H -4.9009 3.3309 0.1715 0.3944 0.1571 0.4950
H -4.8633 1.6848 -0.2549 0.7335 -0.4949 0.4495
H -3.2755 2.6755 -0.1587 -0.2049 -0.3137 -0.5096
C 2.9181 3.8380 0.6232 -1.4743 -0.5271 0.0136
N 3.7692 2.7331 0.0673 -2.9048 -2.3984 1.2004
O 3.4081 1.5286 0.1490 -0.1835 1.8068 0.6915
O 4.7140 3.0200 -0.5423 3.5829 1.5847 -1.9274
H 1.9292 3.3979 0.7518 -0.0300 0.2638 0.2462
H 2.8180 4.6322 -0.1167 0.4116 -0.2312 -0.0504
H 3.2470 4.2550 1.5750 0.4458 -0.4458 -0.1601
C -1.5904 3.9051 4.5686 0.4202 0.3371 -0.8633
N -1.0733 2.5280 4.7692 0.2398 -1.6408 2.5032
O -0.5174 1.8750 3.9086 -0.4746 1.0306 0.0405
O -1.2421 2.0653 5.9326 0.1837 0.9439 -1.8650
H -2.1923 3.9047 3.6599 -0.4378 -0.0032 0.2704
H -0.7900 4.5784 4.2617 0.3756 -0.3660 0.1139
H -2.0245 4.2582 5.5040 -0.2226 -0.3824 -0.3924
C 2.8726 0.8032 -2.8334 -0.4190 -0.9249 0.1676
N 2.6004 0.1163 -4.1731 4.7994 2.4015 -0.7500
O 3.5124 0.2330 -5.0671 -2.6352 -0.4783 2.2653
O 1.5825 -0.4568 -4.2790 -2.0260 -1.2553 -0.8422
H 3.8645 0.5199 -2.4814 0.0201 0.4343 -0.4124
H 2.1502 0.3698 -2.1417 -0.0338 0.0768 -0.1368
H 2.6707 1.8722 -2.9006 0.3415 -0.1617 -0.2994
C -4.1426 -1.0237 0.0118 0.5826 -0.1613 -0.4286
N -4.9349 -1.8564 0.9582 -0.5536 -0.7603 0.5601
O -4.4430 -2.6447 1.7672 -0.0186 1.3218 -1.3819
O -6.1366 -1.7084 0.8033 -0.1503 -0.2145 0.3515
H -3.3315 -0.4974 0.5149 -0.1774 -0.1445 0.0467
H -4.8485 -0.3647 -0.4937 0.1413 -0.0423 0.4774
H -3.7665 -1.6762 -0.7762 0.2312 -0.2465 0.2967
C 0.2398 6.5491 1.4328 -1.1445 -0.9939 1.3129
N -0.7623 5.4203 1.5226 1.7699 3.2589 -1.3302
O -0.2301 4.3018 1.5619 1.7346 -3.9243 0.2025
O -1.9619 5.6052 1.8402 -2.0838 0.8932 0.7423
H 0.2127 7.0214 0.4508 0.2240 0.0636 0.1418
H 1.1847 6.1112 1.7542 0.2318 -0.1330 -0.8281
H 0.0657 7.2317 2.2646 -0.5869 0.6101 -0.2656
C -0.3014 -3.6820 1.1453 -0.2463 0.2048 0.0718
N -0.9367 -3.6362 2.5234 0.5044 1.3574 -1.5611
O -1.3936 -2.5775 2.9172 0.2784 -0.6075 0.0087
O -0.9673 -4.7003 3.0722 -0.3539 -0.7316 1.1632
H 0.4201 -2.8870 0.9570 0.0822 -0.1213 0.6135
H -1.1106 -3.4734 0.4454 -0.0883 -0.4229 0.0106
H 0.1254 -4.6828 1.0796 -0.0846 0.3672 -0.3582
O 1.5631 -4.5640 -1.4154 -1.0656 0.2851 -1.9410
C 1.0928 -4.4955 -2.5570 0.6540 0.9747 2.2879
O 1.0956 -5.5250 -3.3831 -0.8047 0.9839 -0.5504
C 1.4429 -6.7971 -2.9375 -0.7312 -2.1681 -0.6697
C 0.1093 -7.7134 -2.8791 1.9837 0.4519 -0.2390
C 0.5141 -3.2308 -3.2144 1.1518 -1.0898 -0.0694
H 2.0652 -6.8403 -2.0436 -0.5285 0.4329 0.2328
H 2.0968 -7.0888 -3.7593 -0.0687 -0.8281 0.1060
H -0.0719 -8.1892 -3.8428 -0.0226 0.3730 -0.1996
H -0.7655 -7.1234 -2.6057 0.1949 -0.0861 0.2376
H 0.2906 -8.5591 -2.2158 -0.2071 0.2482 0.3713
H -0.5265 -3.0743 -2.9300 0.2520 0.2088 0.2113
H 0.5828 -3.3677 -4.2936 -0.2319 -0.0040 0.0036
H 1.2009 -2.4219 -2.9653 -0.6252 0.1461 0.3058
```
Positions in Å, forces in eV/Å.

**Largest force on an atom**: 0.1054 hartree/bohr
**Spin multiplicity**: 2
**ΔE to the lowest compared entry with this formula, charge and spin**: 0.0 kcal per mole
**Molecular weight**: 698.5 g/mol
**LUMO energy (spin up / spin down)**: 1.74 / 1.74 eV
**Charge**: -1